Entry 1:
84
Properties=species:S:1:pos:R:3:forces:R:3 method="wB97M-V/def2-TZVPD" largest_force_ha_per_bohr=0.0401 de_lowest_kcal_mol=15.3 homo_energy_ev=-6.92 total_energy_ev=-99017.380 lumo_energy_ev=-0.61 molar_mass_da=841.5
Rb 0.12046 0.43894 0.35110 -1.10 0.83 -1.53
S -0.60049 1.67029 -6.29876 -0.54 0.19 -0.18
C -0.97707 2.10428 -7.91534 0.08 -0.06 0.22
C -2.27093 2.49590 -8.05309 0.29 -0.04 -0.19
C -2.98099 2.44837 -6.84001 0.11 -0.13 0.49
C -2.22596 2.01958 -5.77918 0.41 0.04 -0.73
C -2.62952 1.84626 -4.40176 -0.52 0.00 0.77
C -1.73185 1.35020 -3.42726 -0.15 0.08 -0.22
N -2.02440 1.16484 -2.16898 0.23 -0.17 0.29
C -3.26324 1.45377 -1.74028 -0.41 0.26 -0.59
C -4.25363 1.95599 -2.62170 0.47 -0.19 0.21
C -5.56038 2.25020 -2.13266 -0.26 0.01 0.35
C -5.87741 2.05976 -0.83133 -0.06 0.12 -0.39
C -4.91193 1.55755 0.08952 0.62 -0.18 -0.06
C -5.20790 1.35687 1.44305 0.49 -0.21 0.20
C -4.23944 0.85831 2.30107 -0.08 0.19 -0.83
C -2.97548 0.56908 1.73146 -0.32 0.05 0.13
N -2.67387 0.75897 0.47591 -0.05 -0.06 -0.04
C -3.60309 1.24733 -0.35896 -0.66 0.13 0.35
C -4.48236 0.63517 3.70701 -0.32 -0.08 0.84
C -3.61527 0.17956 4.66826 -0.15 0.15 -0.50
C -4.20044 0.08684 5.94429 -0.23 0.00 0.29
C -5.50342 0.46951 5.95520 -0.12 0.08 -0.20
S -6.04870 0.95347 4.40456 0.58 -0.19 0.04
C -3.90972 2.14940 -3.96421 0.50 -0.14 0.01
H -0.21845 2.04147 -8.66988 0.14 0.00 -0.17
H -2.70404 2.80746 -8.98652 -0.04 0.04 -0.17
H -4.01674 2.72111 -6.75922 -0.22 0.04 0.06
H -0.72113 1.08762 -3.71867 0.09 0.00 -0.04
H -6.29137 2.63188 -2.83128 -0.09 0.03 -0.03
H -6.86736 2.28406 -0.46075 -0.10 0.04 -0.01
H -6.19836 1.59597 1.80813 -0.06 0.02 0.00
H -2.18603 0.15393 2.34851 0.00 0.00 0.13
H -2.58790 -0.08192 4.48428 0.15 -0.02 -0.10
H -3.67163 -0.25120 6.81767 0.06 -0.04 0.15
H -6.18485 0.49919 6.78222 -0.09 -0.02 0.20
H -4.65756 2.53664 -4.64138 -0.03 0.03 -0.07
C 7.99393 -1.81478 3.05496 -0.06 -0.02 0.03
C 6.52702 -1.52833 2.94157 -0.07 -0.04 0.05
C 5.96823 -1.12791 1.73381 -0.09 0.03 0.00
C 4.61112 -0.88287 1.63035 0.06 0.11 -0.09
C 3.80223 -1.00598 2.74326 -0.49 0.01 -0.04
C 4.33476 -1.41964 3.94729 -0.19 0.07 0.19
C 5.69168 -1.68136 4.04363 0.00 0.05 -0.11
S 2.06093 -0.62821 2.49055 0.14 -0.51 -0.17
O 2.06525 0.75123 2.00157 0.63 0.11 0.42
O 1.31078 -0.81917 3.71313 0.46 -0.15 0.12
N 1.56251 -1.50725 1.27375 0.91 1.16 0.82
C 1.22119 -2.80124 1.44150 0.06 -1.14 0.56
C 1.66563 -3.62117 2.47465 -0.09 0.48 -0.35
C 1.28294 -4.95671 2.55964 -0.22 -0.46 -0.17
C 0.45320 -5.52280 1.62494 0.20 -0.13 0.30
C -0.03130 -4.73981 0.56262 0.02 0.44 -0.09
C -0.90298 -5.23806 -0.42587 -0.07 0.13 -0.21
C -1.35883 -4.40492 -1.41040 -0.03 -0.26 0.11
C -0.94361 -3.06550 -1.40367 0.16 0.16 0.02
N -0.12578 -2.56537 -0.51217 -0.23 0.40 -0.35
C 0.33694 -3.36768 0.46370 0.14 -0.65 0.34
H 8.51572 -1.54249 2.14161 0.09 0.01 -0.04
H 8.15475 -2.87614 3.24024 0.09 -0.06 0.01
H 8.42746 -1.26032 3.88456 0.10 0.02 0.05
H 6.60285 -1.00528 0.86843 0.08 -0.03 -0.12
H 4.15536 -0.58624 0.69835 0.05 0.01 -0.20
H 3.68004 -1.51820 4.79951 -0.05 -0.03 0.15
H 6.11267 -2.00004 4.98674 0.02 -0.03 0.10
H 2.31472 -3.19589 3.22437 0.02 -0.12 0.09
H 1.65850 -5.55597 3.37820 0.00 -0.05 0.05
H 0.16235 -6.56119 1.69400 -0.03 -0.08 0.00
H -1.19982 -6.27743 -0.39675 -0.03 -0.09 0.03
H -2.03172 -4.75442 -2.17853 -0.05 -0.05 -0.06
H -1.28824 -2.37929 -2.16822 -0.10 0.02 -0.08
C 2.27857 3.69093 -3.08593 -0.32 0.19 -0.30
N 2.93431 3.23197 -1.89582 -0.01 -0.37 0.74
C 4.14739 2.58992 -1.79427 0.44 -0.25 0.16
C 4.30407 2.20843 -0.50734 0.35 -0.01 -0.34
N 3.19493 2.62652 0.18590 -0.26 -0.01 -0.50
C 2.32479 3.21729 -0.67559 0.24 0.34 0.04
S 0.84288 3.87469 -0.34651 -0.87 0.09 0.26
H 2.99474 3.76362 -3.90073 0.07 -0.04 0.05
H 1.83193 4.66761 -2.89342 0.04 -0.08 -0.05
H 1.47082 3.00410 -3.36253 0.10 0.11 0.00
H 4.79463 2.46869 -2.63939 0.12 -0.01 -0.09
H 5.11952 1.70887 -0.02477 0.11 -0.09 0.03
H 2.92341 2.30113 1.10804 -0.04 0.02 -0.02

Entry 2:
81
Properties=species:S:1:pos:R:3:forces:R:3 method="wB97M-V/def2-TZVPD" largest_force_ha_per_bohr=0.0134 charge=+1 de_lowest_kcal_mol=0.0 homo_energy_ev="-10.81 / -10.84" s_squared=6.03 spin_multiplicity=5 total_energy_ev=-89213.306 lumo_energy_ev="-2.60 / -5.66" molar_mass_da=804.8
Rh -2.15715 0.75917 -1.52681 -0.39 -0.53 0.20
C 6.65016 0.72806 -0.80017 -0.01 0.00 0.01
C 5.20658 0.43776 -1.09615 -0.01 -0.04 -0.06
C 4.83982 -0.30995 -2.21316 0.05 0.03 0.05
C 3.50851 -0.57661 -2.48367 -0.09 -0.09 0.01
C 2.53553 -0.10829 -1.61328 -0.06 -0.19 -0.05
C 2.86882 0.65312 -0.50533 -0.07 0.13 0.00
C 4.20332 0.92183 -0.25740 -0.03 0.02 0.02
S 0.84237 -0.49933 -2.00123 0.32 -0.22 -0.15
O 0.04065 0.51490 -1.20571 -0.16 0.42 0.29
C 0.59285 -2.12223 -1.28042 0.10 0.05 0.16
C 0.49195 -3.13318 -2.25725 -0.11 -0.10 -0.14
C 0.30193 -4.43279 -1.88461 0.00 0.12 -0.01
C 0.16995 -4.77400 -0.52098 0.00 0.14 0.09
C -0.05810 -6.11185 -0.11754 0.01 -0.02 0.06
C -0.19861 -6.42126 1.20302 0.00 -0.04 -0.09
C -0.12297 -5.40856 2.18272 0.02 0.08 0.05
C 0.09738 -4.10992 1.82873 0.00 -0.07 0.04
C 0.25446 -3.75361 0.46566 -0.04 -0.09 -0.16
C 0.49311 -2.40749 0.06486 0.08 0.09 -0.09
C 0.69499 -1.38541 1.13473 -0.10 0.07 0.05
C 1.96653 -1.29935 1.77082 -0.09 0.11 0.10
C 3.06010 -2.10614 1.37431 0.09 -0.06 0.00
C 4.27161 -1.98092 1.99077 -0.04 -0.05 -0.10
C 4.45449 -1.04136 3.02567 -0.02 0.11 0.09
C 3.41746 -0.24932 3.43040 0.09 -0.04 -0.01
C 2.14592 -0.36102 2.81927 -0.01 -0.07 -0.05
C 1.05216 0.43220 3.24382 -0.02 -0.02 -0.04
C -0.16826 0.31777 2.64632 0.00 -0.01 0.07
C -0.33480 -0.58995 1.58118 0.18 -0.13 -0.14
S -1.89293 -0.81792 0.73233 0.14 0.23 0.03
O -2.58025 -2.00993 1.23554 -0.17 -0.14 0.08
C -2.78310 0.64296 1.22165 0.17 0.12 -0.15
C -2.29141 1.89078 0.81362 0.03 0.02 -0.05
C -3.12289 3.00444 0.89539 -0.03 -0.06 0.06
C -4.41923 2.88863 1.38598 0.02 -0.03 -0.02
C -5.32711 4.08043 1.47278 -0.01 0.02 0.00
C -4.86913 1.63324 1.80423 0.02 0.06 -0.02
C -4.06976 0.50777 1.71140 -0.03 -0.06 -0.03
H 7.30323 0.32211 -1.57010 0.00 0.00 0.00
H 6.94037 0.29229 0.15738 0.00 0.00 0.00
H 6.82465 1.80261 -0.73549 0.00 0.00 0.00
H 5.60308 -0.67742 -2.88716 0.01 0.00 0.01
H 3.23219 -1.14642 -3.36349 0.00 0.00 0.01
H 2.08859 1.03879 0.13774 0.01 0.00 0.02
H 4.47307 1.51394 0.60898 0.00 0.01 0.01
H 0.54658 -2.86144 -3.30435 0.02 -0.03 -0.01
H 0.22327 -5.21225 -2.63165 0.01 0.01 -0.01
H -0.12235 -6.88065 -0.87708 0.00 0.00 0.00
H -0.37544 -7.44445 1.50636 0.00 0.00 -0.01
H -0.24933 -5.66714 3.22554 0.00 0.00 0.00
H 0.13767 -3.34397 2.59063 0.00 0.01 0.00
H 2.92723 -2.82277 0.57412 0.01 -0.01 0.00
H 5.10108 -2.60488 1.68492 -0.01 -0.01 -0.01
H 5.42128 -0.95614 3.50441 0.00 0.01 0.01
H 3.54913 0.46847 4.23064 0.01 0.00 0.00
H 1.19408 1.12398 4.06479 0.00 0.00 0.00
H -1.00799 0.90373 2.99251 0.03 0.02 0.02
H -1.24930 2.01450 0.51937 0.02 -0.03 0.05
H -2.74872 3.96949 0.57628 0.00 0.01 0.03
H -4.87564 4.95801 1.01264 -0.01 0.00 0.00
H -5.54870 4.32177 2.51354 0.00 0.00 0.00
H -6.27638 3.87666 0.97633 0.00 0.01 -0.01
H -5.87778 1.53378 2.18636 0.00 0.01 0.01
H -4.43312 -0.47492 1.98513 0.00 0.00 0.00
S -1.59313 1.27456 -3.76542 0.10 0.15 -0.12
C -1.88283 2.91239 -3.19538 -0.02 0.05 -0.03
C -3.16878 3.36767 -2.86805 -0.01 -0.07 -0.01
C -3.33500 4.66338 -2.40854 0.02 0.05 0.00
C -2.23644 5.49741 -2.25205 -0.03 -0.02 0.00
C -0.95953 5.04587 -2.57616 0.02 0.00 0.00
C -0.77718 3.76724 -3.06402 -0.01 0.01 -0.03
H -4.02333 2.71565 -2.98541 0.02 -0.02 0.01
H -4.32931 5.01855 -2.17273 0.00 0.00 0.00
H -2.37179 6.50803 -1.89018 -0.01 0.00 0.00
H -0.10785 5.70325 -2.46456 0.00 0.00 0.00
H 0.20770 3.41370 -3.33997 0.00 0.01 0.00
O -5.60180 -0.89394 -1.83057 0.06 0.03 0.00
N -4.54358 -0.35402 -1.74507 -0.18 0.01 -0.04
O -4.40821 0.88893 -1.49575 0.05 0.08 0.01
O -3.43462 -0.97904 -1.89604 0.05 -0.08 -0.04

Entry 3:
79
Properties=species:S:1:pos:R:3:forces:R:3 method="wB97M-V/def2-TZVPD" largest_force_ha_per_bohr=0.0952 homo_energy_ev=-8.39 total_energy_ev=-65599.938 lumo_energy_ev=-1.17 molar_mass_da=654.7
C 5.96661 0.50859 4.05837 -0.24 0.03 -2.16
P 4.30170 -0.45286 4.04414 -0.49 -1.01 1.66
C 4.69798 -2.14783 3.26253 0.71 -0.04 -0.47
C 3.10543 0.38563 2.82259 2.65 0.78 -3.05
C 1.93368 -0.46517 2.14208 -1.18 0.11 0.71
C 0.53281 -0.41639 2.89965 -3.83 -0.43 1.55
C -0.69490 -1.05874 2.15912 -0.54 1.20 2.37
C -2.12698 -1.07895 2.74406 3.45 1.57 1.64
C -2.36459 -0.43594 4.13381 2.99 -0.21 -1.43
C -1.18214 0.16786 4.92291 0.33 -1.36 -3.39
C 0.26144 0.17259 4.29812 -2.50 -1.14 -1.62
C 4.05357 0.85951 1.58037 0.07 -0.89 -2.42
O 4.23216 2.32106 1.62666 -2.14 -0.34 2.82
C 3.27205 2.76405 2.58077 -1.25 1.47 1.15
O 2.80434 3.88846 2.81172 2.49 -3.93 -1.52
O 2.82751 1.68453 3.40002 0.02 0.42 -1.64
H 6.50774 0.40511 5.05256 -0.91 0.14 -1.39
H 6.57656 0.08196 3.17047 -0.53 0.73 1.62
H 5.74240 1.60002 3.76521 0.45 -1.56 0.81
H 5.18624 -2.03887 2.22671 -0.71 -0.32 1.36
H 5.46009 -2.67674 3.95265 -1.28 0.90 -1.07
H 3.76206 -2.80043 3.18787 1.32 1.01 0.18
H 1.73775 -0.09363 1.06462 0.41 -0.44 1.79
H 2.26159 -1.56769 2.04571 -0.37 1.77 0.24
H -0.51465 -1.51944 1.11835 -0.37 0.76 1.82
H -2.96547 -1.56738 2.13292 1.41 0.91 1.16
H -3.43887 -0.43954 4.52598 1.89 0.11 -0.41
H -1.36540 0.63769 5.95772 0.41 -0.87 -1.91
H 1.10058 0.65655 4.89441 -1.27 -0.79 -0.94
H 3.62017 0.73458 0.51850 0.04 -0.16 1.78
H 5.02327 0.23628 1.48273 -1.10 1.64 0.66
O 1.16626 3.02995 -1.49563 -0.19 0.20 -0.05
C 0.35829 3.94291 -1.53801 0.60 -0.70 0.16
C -0.34131 4.38574 -0.31087 -0.09 -0.01 0.33
C -0.05644 3.76602 0.90584 -0.09 0.04 0.21
C -0.67869 4.20084 2.07018 0.02 -0.01 -0.12
C -1.58631 5.25666 2.02422 0.04 -0.01 -0.25
C -1.88599 5.86564 0.81024 -0.01 -0.05 0.24
C -1.26854 5.42726 -0.36126 0.02 -0.05 0.33
C -1.60682 6.06914 -1.65101 -0.69 0.71 0.07
O -2.45679 6.94218 -1.70385 0.24 -0.23 -0.03
C -0.89285 5.64023 -2.87513 0.12 -0.04 -0.38
C -1.17673 6.26248 -4.09180 0.10 -0.02 -0.23
C -0.48788 5.88990 -5.24059 -0.04 -0.02 0.21
C 0.48638 4.89600 -5.17881 -0.03 -0.05 0.22
C 0.76156 4.26401 -3.97079 0.00 0.07 -0.26
C 0.06836 4.63125 -2.81642 0.03 0.12 -0.40
H 0.65361 2.94690 0.94939 -0.07 0.14 -0.14
H -0.45185 3.71995 3.01628 0.02 0.03 -0.12
H -2.06228 5.60399 2.93555 0.04 -0.04 -0.10
H -2.59785 6.68442 0.77998 0.11 -0.11 -0.17
H -1.93126 7.04084 -4.14524 0.09 -0.12 0.19
H -0.70727 6.37773 -6.18496 0.02 -0.04 0.11
H 1.03038 4.61236 -6.07413 -0.05 0.02 0.10
H 1.51967 3.48825 -3.93052 -0.15 0.08 0.17
O -3.71974 -6.73642 -3.80485 0.17 0.21 0.18
C -3.09368 -5.93263 -3.13618 -0.50 -0.64 -0.53
C -1.79775 -6.30952 -2.52639 0.32 -0.19 0.11
C -1.28207 -7.58886 -2.73821 0.20 -0.11 0.06
C -0.04754 -7.93787 -2.20228 -0.15 0.13 -0.03
C 0.67673 -7.01173 -1.45487 -0.16 0.15 -0.01
C 0.15785 -5.74202 -1.22732 0.16 -0.21 0.01
C -1.08371 -5.39012 -1.75759 0.22 -0.29 -0.03
C -1.63591 -4.04221 -1.49495 0.44 0.60 0.53
O -1.03760 -3.25732 -0.77812 -0.11 -0.17 -0.14
C -2.92093 -3.65852 -2.12036 -0.30 0.20 -0.09
C -3.43422 -2.37768 -1.90943 -0.18 0.12 -0.08
C -4.62387 -1.99647 -2.51961 0.15 -0.13 0.04
C -5.30445 -2.89150 -3.34220 0.16 -0.17 0.04
C -4.80304 -4.17332 -3.54300 -0.15 0.21 -0.01
C -3.61208 -4.56177 -2.92789 -0.22 0.34 -0.03
H -1.83909 -8.31287 -3.32415 -0.04 0.22 0.05
H 0.35402 -8.93176 -2.37176 -0.05 0.10 0.01
H 1.64592 -7.28094 -1.04753 -0.11 0.03 -0.03
H 0.72437 -5.02650 -0.63989 -0.22 0.01 -0.09
H -2.90599 -1.67418 -1.27348 0.05 -0.20 -0.07
H -5.01934 -0.99887 -2.35761 0.06 -0.10 -0.01
H -6.22808 -2.58996 -3.82574 0.10 -0.05 0.05
H -5.34019 -4.86649 -4.18262 0.19 -0.03 0.14